Density functional theory data (ωB97M-V/def2-TZVPD) for C20H20F4N2O3 in the gas phase.

Total energy (a.u.): -1508.7941
Maximum force (eV/A): 0.699
Total charge: 0
SMILES: COc1ccc([C@H](CNC(=O)c2cc(F)c(F)c(F)c2F)N2CCOCC2)cc1

Each line ends with the natural charge from an NBO analysis.
Element x y z (Å)
C  -0.753  -4.972  0.347  -0.26
O  0.096  -4.362  -0.598  -0.49
C  0.650  -3.161  -0.298  0.31
C  0.489  -2.484  0.906  -0.34
C  1.087  -1.245  1.089  -0.15
C  1.845  -0.657  0.090  -0.07
C  2.408  0.734  0.257  -0.07
C  1.611  1.690  -0.668  -0.24
N  0.210  1.341  -0.721  -0.61
C  -0.690  1.864  0.137  0.67
O  -0.462  2.765  0.908  -0.59
C  -2.046  1.200  0.046  -0.19
C  -2.155  -0.178  0.183  -0.23
C  -3.396  -0.783  0.191  0.32
F  -3.477  -2.113  0.336  -0.31
C  -4.560  -0.033  0.050  0.28
F  -5.758  -0.620  0.051  -0.28
C  -4.458  1.347  -0.096  0.28
F  -5.562  2.081  -0.244  -0.28
C  -3.204  1.958  -0.088  0.36
F  -3.136  3.278  -0.248  -0.29
N  3.823  0.753  -0.099  -0.45
C  4.433  2.069  0.032  -0.25
C  5.886  1.994  -0.441  -0.07
O  6.630  1.058  0.299  -0.52
C  6.034  -0.214  0.210  -0.07
C  4.590  -0.188  0.707  -0.26
C  2.018  -1.348  -1.108  -0.21
C  1.435  -2.581  -1.300  -0.25
H  -1.086  -5.899  -0.115  0.20
H  -1.623  -4.345  0.567  0.18
H  -0.221  -5.203  1.275  0.18
H  -0.097  -2.906  1.708  0.23
H  0.947  -0.728  2.028  0.21
H  2.253  1.057  1.303  0.18
H  2.024  1.638  -1.677  0.21
H  1.664  2.714  -0.294  0.24
H  -0.039  0.533  -1.270  0.41
H  -1.274  -0.791  0.311  0.24
H  3.902  2.787  -0.592  0.21
H  4.408  2.418  1.079  0.17
H  6.381  2.957  -0.306  0.20
H  5.899  1.722  -1.507  0.16
H  6.640  -0.882  0.824  0.20
H  6.047  -0.561  -0.834  0.16
H  4.155  -1.184  0.610  0.22
H  4.579  0.101  1.773  0.17
H  2.627  -0.909  -1.883  0.23
H  1.565  -3.123  -2.223  0.23

Density functional theory data (ωB97M-V/def2-TZVPD) for a molecular structure, C25H19I2N4OSbSe4V in a non-equilibrium geometry.

<S²>: 2.0355
Total energy (a.u.): -12644.0045
Maximum force (eV/A): 1.070
2S+1: 3
Total charge: -1

Each line ends with the natural charge from an NBO analysis.
Element x y z (Å)
V  0.951  0.017  -0.669  1.04
I  -0.300  4.139  5.920  0.10
C  -0.308  2.932  4.210  -0.21
C  -1.444  2.215  3.877  -0.25
C  -1.440  1.436  2.737  -0.24
I  -3.121  0.315  2.212  0.12
C  -0.319  1.337  1.879  0.40
O  -0.382  0.625  0.810  -0.80
C  0.841  2.061  2.275  -0.15
C  2.110  1.929  1.478  -0.22
N  1.882  1.869  0.028  -0.68
C  1.291  3.093  -0.528  -0.27
C  -0.064  2.911  -1.165  0.26
C  -0.835  4.031  -1.457  -0.24
C  -2.058  3.867  -2.079  -0.16
C  -2.488  2.585  -2.386  -0.26
C  -1.666  1.525  -2.056  0.08
N  -0.486  1.686  -1.467  -0.46
C  0.825  2.850  3.410  -0.21
H  -2.329  2.263  4.497  0.23
H  2.774  2.766  1.724  0.19
H  2.647  1.011  1.734  0.24
H  2.772  1.680  -0.434  0.45
H  1.193  3.843  0.262  0.21
H  1.963  3.498  -1.288  0.25
H  -0.468  5.015  -1.195  0.22
H  -2.671  4.726  -2.317  0.21
H  -3.440  2.405  -2.865  0.22
H  -1.959  0.501  -2.260  0.20
H  1.716  3.406  3.679  0.22
Se  5.969  0.535  -2.720  -0.76
Sb  3.898  -0.677  -2.635  1.14
Se  3.174  -1.100  -0.240  -0.64
Se  1.930  0.859  -2.928  -0.66
Se  3.431  -2.663  -3.927  -0.79
C  -0.948  -2.737  -3.709  -0.24
C  -0.283  -1.694  -3.058  0.10
N  -0.131  -1.655  -1.743  -0.48
C  -0.587  -2.698  -1.017  0.14
C  -1.291  -3.772  -1.580  -0.02
C  -1.470  -3.768  -2.971  -0.13
C  -1.769  -4.816  -0.722  -0.20
C  -1.526  -4.798  0.606  -0.17
C  -0.758  -3.746  1.201  -0.11
C  -0.421  -3.695  2.560  -0.13
C  0.362  -2.665  3.017  -0.24
C  0.801  -1.692  2.115  0.10
N  0.483  -1.706  0.839  -0.42
C  -0.287  -2.705  0.383  0.23
H  -1.020  -2.716  -4.787  0.23
H  0.159  -0.877  -3.614  0.26
H  -1.995  -4.588  -3.445  0.21
H  -2.327  -5.629  -1.171  0.21
H  -1.889  -5.593  1.246  0.21
H  -0.771  -4.470  3.231  0.21
H  0.650  -2.592  4.056  0.22
H  1.433  -0.878  2.448  0.21

Density functional theory data (ωB97M-V/def2-TZVPD) for C3H8NP in the gas phase in a non-equilibrium geometry.

Total energy (a.u.): -515.1456
Maximum force (eV/A): 3.758
Total charge: 0
SMILES: CC(C)=NP

Each line ends with the natural charge from an NBO analysis.
Element x y z (Å)
C  -0.587  1.178  1.289  -0.67
C  -0.228  0.197  0.152  0.30
C  -0.106  -1.232  0.685  -0.70
N  0.126  0.623  -0.951  -0.63
P  0.583  -0.604  -2.391  0.39
H  -1.310  0.627  1.950  0.22
H  -1.030  2.168  0.804  0.24
H  0.401  1.408  1.768  0.23
H  0.281  -1.940  -0.092  0.22
H  -0.967  -1.767  1.105  0.23
H  0.628  -1.057  1.413  0.22
H  1.856  0.036  -2.376  -0.02
H  0.354  0.363  -3.357  -0.03

Density functional theory data (ωB97M-V/def2-TZVPD) for a molecular structure, C30H49BMnO2P2 in a non-equilibrium geometry.

<S²>: 4.2495
Total energy (a.u.): -3180.9983
Maximum force (eV/A): 4.048
2S+1: 4
Total charge: +2

Each line ends with the Mulliken spin population.
Element x y z (Å)
Mn  -0.336  -0.261  -0.436  3.37
C  -0.710  -1.798  -1.836  -0.10
C  -0.969  -0.599  -2.603  -0.04
C  1.290  -0.661  -2.165  0.10
C  0.731  -1.870  -1.639  -0.23
C  0.260  0.089  -2.806  -0.14
C  -1.663  -2.928  -1.710  0.01
H  -2.685  -2.583  -1.533  0.00
H  -1.406  -3.599  -0.881  0.01
H  -1.679  -3.526  -2.634  -0.01
C  1.495  -3.102  -1.278  0.02
H  0.849  -3.859  -0.829  0.00
H  2.303  -2.886  -0.577  -0.01
H  1.965  -3.582  -2.150  -0.02
C  2.740  -0.442  -2.389  -0.03
H  3.046  -0.924  -3.331  0.00
H  3.322  -0.864  -1.561  0.00
H  3.000  0.615  -2.472  0.00
C  0.426  1.263  -3.695  0.02
H  0.352  0.964  -4.754  -0.01
H  1.405  1.741  -3.547  0.00
H  -0.338  2.029  -3.506  -0.01
C  -2.218  -0.305  -3.310  -0.01
H  -2.271  -0.858  -4.263  0.00
H  -2.316  0.766  -3.515  0.00
H  -3.101  -0.569  -2.720  0.01
C  -2.717  1.457  0.690  0.12
C  -3.245  0.763  -0.340  0.03
C  -4.413  1.273  -1.143  0.02
C  -4.104  2.295  -2.241  -0.01
C  -2.683  2.785  -2.225  0.01
C  -2.174  3.483  -1.203  -0.02
C  -3.013  3.929  -0.032  0.00
C  -3.210  2.844  1.041  0.01
H  -5.173  1.746  -0.496  0.00
H  -4.840  3.117  -2.138  0.00
H  -4.892  0.414  -1.641  0.00
H  -4.296  2.840  1.240  0.00
H  -2.091  0.974  1.438  -0.06
H  -2.961  -0.270  -0.531  -0.08
H  -2.709  3.195  1.959  0.00
H  -2.527  4.797  0.446  0.00
H  -1.222  3.997  -1.288  0.00
H  -4.012  4.287  -0.343  0.00
H  -4.309  1.846  -3.225  0.00
H  -2.206  2.819  -3.202  0.00
P  -0.792  -1.658  1.773  0.02
C  -0.143  -3.362  2.030  0.00
H  -0.516  -3.743  3.001  0.00
H  0.959  -3.364  2.047  0.00
H  -0.473  -4.016  1.204  0.00
C  -0.638  -0.883  3.426  0.00
H  -1.025  -1.588  4.184  0.00
H  -1.203  0.057  3.457  0.00
H  0.417  -0.669  3.629  0.00
C  -2.597  -1.936  1.602  -0.01
H  -3.113  -0.975  1.500  0.01
H  -2.962  -2.476  2.482  0.00
H  -2.810  -2.503  0.692  0.00
P  1.607  1.605  0.884  0.06
C  1.364  2.576  -0.666  0.00
H  1.602  3.638  -0.490  0.00
H  0.329  2.521  -1.048  0.00
H  2.037  2.199  -1.449  0.00
C  0.320  2.296  2.019  0.00
H  -0.624  2.476  1.479  0.00
H  0.720  3.232  2.457  0.00
H  0.128  1.592  2.833  0.00
C  3.199  2.240  1.488  0.02
H  3.181  3.336  1.501  0.00
H  3.977  1.857  0.807  0.00
H  3.365  1.815  2.492  0.00
O  3.363  -0.843  0.519  0.00
B  2.125  -0.329  1.140  -0.03
O  2.203  -0.833  2.535  -0.01
C  3.338  -1.578  2.652  -0.01
C  3.873  -2.140  3.810  0.00
C  5.168  -2.673  3.740  0.00
C  5.879  -2.649  2.532  0.00
C  5.322  -2.110  1.371  0.00
C  4.046  -1.576  1.455  -0.01
H  3.296  -2.140  4.724  0.00
H  5.626  -3.104  4.631  0.00
H  6.902  -3.056  2.513  0.00
H  5.857  -2.077  0.422  0.00

Density functional theory data (ωB97M-V/def2-TZVPD) for 2 unconnected molecules or ions with the total composition C2H8N2 in a non-equilibrium geometry.

Total energy (a.u.): -190.3899
Maximum force (eV/A): 4.643
Total charge: 0
SMILES: C=C.NN

Each line ends with the natural charge from an NBO analysis.
Element x y z (Å)
C  -0.840  0.606  -0.657  -0.47
C  -1.969  0.560  0.050  -0.34
H  -0.479  1.536  -1.073  0.22
H  -0.375  -0.359  -1.138  0.19
H  -2.417  -0.366  0.374  0.20
H  -2.456  1.456  0.407  0.20
N  1.707  -1.245  0.192  -0.65
N  1.589  -0.019  0.835  -0.65
H  1.321  -1.945  0.826  0.34
H  1.016  -1.261  -0.652  0.30
H  0.570  0.467  0.376  0.33
H  2.333  0.569  0.458  0.33

Density functional theory data (ωB97M-V/def2-TZVPD) for a molecular structure, C55H49CsNOP3Si.

Total energy (a.u.): -3588.9656
Maximum force (eV/A): 0.386
Total charge: 0

Each line ends with the Mulliken charge.
Element x y z (Å)
Cs  -0.370  -0.303  -0.333  2.14
C  -1.988  3.266  3.202  -1.59
Si  -1.795  1.750  2.041  0.28
C  -2.640  0.329  3.079  -0.22
C  -2.495  0.450  4.477  -0.72
C  -2.909  -0.523  5.369  -0.77
C  -3.513  -1.685  4.905  -0.96
C  -3.682  -1.844  3.542  -0.06
C  -3.239  -0.874  2.632  0.75
P  -3.515  -1.194  0.846  0.79
C  -2.462  -2.660  0.452  -0.54
C  -1.767  -3.452  1.364  -0.47
C  -1.023  -4.547  0.931  -0.15
C  -0.979  -4.876  -0.417  -0.72
C  -1.641  -4.077  -1.343  -0.34
C  -2.353  -2.969  -0.909  -0.47
C  -5.177  -1.973  0.862  -0.07
C  -6.230  -1.190  1.343  -0.12
C  -7.525  -1.680  1.366  -0.82
C  -7.795  -2.961  0.898  -0.51
C  -6.759  -3.744  0.417  -0.77
C  -5.456  -3.257  0.402  -0.27
C  -3.194  2.196  0.769  -0.47
C  -4.538  2.111  1.161  -0.45
C  -5.585  2.372  0.292  -0.66
C  -5.317  2.745  -1.021  -1.01
C  -4.003  2.874  -1.435  -0.31
C  -2.948  2.604  -0.555  1.23
P  -1.205  2.827  -1.049  0.43
C  -1.207  2.781  -2.878  0.53
C  -0.413  3.657  -3.619  -0.78
C  -0.215  3.462  -4.980  -0.62
C  -0.806  2.386  -5.629  -0.49
C  -1.603  1.508  -4.904  -0.84
C  -1.799  1.700  -3.543  -0.56
C  -0.892  4.585  -0.659  -0.22
C  0.183  4.901  0.166  -0.29
C  0.439  6.221  0.516  -0.52
C  -0.380  7.234  0.043  -0.49
C  -1.460  6.929  -0.778  -0.61
C  -1.715  5.611  -1.123  -0.21
H  -2.982  3.361  3.652  0.42
H  -1.807  4.162  2.600  0.35
H  -1.243  3.266  4.002  0.36
H  -2.048  1.350  4.880  0.36
H  -2.776  -0.368  6.434  0.43
H  -3.859  -2.447  5.592  0.42
H  -4.178  -2.734  3.170  0.48
H  -1.802  -3.213  2.420  0.43
H  -0.479  -5.145  1.651  0.44
H  -0.418  -5.743  -0.743  0.27
H  -1.593  -4.307  -2.400  0.48
H  -2.844  -2.326  -1.635  0.38
H  -6.024  -0.192  1.711  0.24
H  -8.327  -1.061  1.749  0.44
H  -8.807  -3.345  0.913  0.36
H  -6.959  -4.746  0.059  0.41
H  -4.659  -3.889  0.035  0.28
H  -4.763  1.825  2.184  0.60
H  -6.610  2.283  0.633  0.43
H  -6.126  2.947  -1.711  0.42
H  -3.795  3.185  -2.452  0.42
H  0.057  4.498  -3.126  0.36
H  0.401  4.156  -5.538  0.41
H  -0.655  2.237  -6.690  0.39
H  -2.081  0.673  -5.401  0.41
H  -2.433  1.011  -2.994  0.58
H  0.802  4.098  0.551  0.36
H  1.272  6.457  1.166  0.38
H  -0.185  8.263  0.319  0.37
H  -2.106  7.718  -1.141  0.39
H  -2.565  5.370  -1.751  0.32
N  3.232  0.774  1.813  -0.28
C  4.354  -0.017  1.677  0.43
C  5.588  0.460  2.147  -0.66
C  6.716  -0.330  2.108  -0.57
C  6.663  -1.629  1.605  -0.88
C  5.455  -2.105  1.135  -0.07
C  4.301  -1.317  1.145  0.02
P  2.718  -1.951  0.512  0.35
C  2.409  -3.419  1.561  0.59
C  1.704  -3.197  2.742  -0.67
C  1.463  -4.238  3.628  -0.64
C  1.904  -5.518  3.328  -0.55
C  2.595  -5.753  2.145  -0.70
C  2.853  -4.707  1.270  -0.08
C  3.107  -2.631  -1.134  0.37
C  4.181  -2.177  -1.895  -0.66
C  4.326  -2.575  -3.219  -0.67
C  3.399  -3.428  -3.801  -0.57
C  2.320  -3.882  -3.051  -0.55
C  2.171  -3.479  -1.732  -0.41
H  3.368  1.757  1.970  0.23
H  2.398  0.534  1.304  0.05
H  5.641  1.461  2.558  0.35
H  7.653  0.065  2.480  0.38
H  7.546  -2.252  1.587  0.42
H  5.390  -3.113  0.740  0.33
H  1.342  -2.200  2.971  0.44
H  0.918  -4.050  4.544  0.45
H  1.708  -6.334  4.012  0.39
H  2.941  -6.752  1.909  0.42
H  3.394  -4.899  0.351  0.37
H  4.909  -1.508  -1.454  0.41
H  5.167  -2.215  -3.797  0.43
H  3.517  -3.740  -4.831  0.38
H  1.590  -4.548  -3.495  0.41
H  1.314  -3.820  -1.162  0.24
O  0.539  -0.917  -3.235  -0.35
H  0.607  -0.236  -3.914  0.24
H  1.237  -1.558  -3.420  0.19

Density functional theory data (ωB97M-V/def2-TZVPD) for a molecular structure, C7H25Cu2NO6 in a non-equilibrium geometry.

<S²>: 3.7676
Total energy (a.u.): -4067.5178
Maximum force (eV/A): 3.216
2S+1: 4
Total charge: +3

Each line ends with the natural charge from an NBO analysis.
Element x y z (Å)
Cu  -2.090  1.778  -3.167  1.29
Cu  -1.498  2.313  -0.067  1.54
O  -3.113  2.726  -1.431  -0.83
H  -3.579  3.340  -0.831  0.51
O  -0.432  1.621  -1.811  -1.29
H  -0.006  0.743  -1.840  0.48
C  1.106  -2.212  -1.781  -0.65
C  1.449  -3.015  -0.456  0.08
C  2.537  -2.303  0.440  -0.60
O  0.273  -3.374  0.308  -0.28
H  0.346  -2.693  -2.398  0.27
H  1.943  -2.073  -2.464  0.29
H  0.643  -1.239  -1.614  0.20
H  1.885  -3.984  -0.700  0.33
H  2.203  -2.111  1.460  0.26
H  2.819  -1.336  0.023  0.27
H  3.522  -2.762  0.354  0.29
H  0.368  -4.098  0.932  0.54
O  1.818  2.886  -2.130  -0.96
H  0.984  2.426  -2.033  0.47
H  2.464  2.189  -2.244  0.49
O  0.028  3.912  -0.228  -1.00
H  0.090  4.860  -0.113  0.54
H  0.684  3.707  -0.895  0.53
C  -2.253  -1.607  1.887  -0.63
C  -1.810  -0.157  1.557  -0.09
C  -0.253  -0.057  1.602  -0.07
O  0.127  1.261  1.217  -0.59
C  1.505  1.433  1.166  -0.26
N  -2.401  0.203  0.228  -0.85
H  -1.994  -1.837  2.921  0.26
H  -1.819  -2.290  1.157  0.19
H  -3.339  -1.613  1.794  0.25
H  -2.301  0.460  2.309  0.23
H  0.014  -0.729  0.786  0.15
H  0.013  -0.335  2.621  0.24
H  1.923  2.418  0.959  0.25
H  1.791  0.815  0.314  0.14
H  1.965  1.068  2.084  0.21
H  -2.221  -0.620  -0.329  0.40
H  -3.390  0.288  0.411  0.42

Density functional theory data (ωB97M-V/def2-TZVPD) for 3 unconnected molecules or ions with the total composition C4H8O2.

Total energy (a.u.): -307.5811
Maximum force (eV/A): 0.593
Total charge: 0
SMILES: C=C.C=O.C=O

Each line ends with the natural charge from an NBO analysis.
Element x y z (Å)
C  1.161  -0.801  1.355  -0.39
C  1.364  -1.433  0.206  -0.39
H  0.410  -1.127  2.070  0.20
H  1.718  0.092  1.626  0.19
H  2.097  -1.090  -0.518  0.20
H  0.788  -2.311  -0.077  0.19
C  -1.079  -0.084  -1.616  0.26
O  0.033  -0.343  -1.994  -0.49
H  -1.577  -0.632  -0.793  0.13
H  -1.663  0.741  -2.071  0.11
C  -0.809  1.753  0.449  0.26
O  -0.771  1.205  1.519  -0.49
H  -1.774  1.999  -0.039  0.11
H  0.102  2.031  -0.117  0.12

Q: Among the records above, which one has the highest total charge?
A: C7H25Cu2NO6

Q: Which value of maximum force does entry 5 give?
A: 4.643 eV/A

Q: total energy of number 8 (C4H8O2)?
A: -307.5811 a.u.